1.
The following is a quantum chemistry calculation of a molecular structure, C42H117FeO42, from the OMol25 dataset.

```
! RIJCOSX wB97M-V def2-TZVPD def2/J DEFGRID3
* xyz 0 6
Fe -18.896 -22.018 -4.295
C -18.013 -18.196 -5.210
C -18.303 -19.672 -4.929
O -19.060 -19.988 -3.952
O -17.766 -20.526 -5.684
H -17.885 -17.594 -4.293
H -18.913 -17.797 -5.710
H -17.123 -18.172 -5.877
C -17.144 -21.883 -0.636
C -17.922 -21.842 -1.883
O -19.136 -21.700 -1.878
O -17.270 -21.923 -2.970
H -17.806 -22.417 0.061
H -17.032 -20.850 -0.340
H -16.164 -22.361 -0.781
C -17.851 -25.741 -4.839
C -18.186 -24.310 -4.650
O -19.107 -23.909 -3.815
O -17.621 -23.393 -5.312
H -18.600 -26.183 -5.502
H -17.806 -26.352 -3.926
H -16.960 -25.874 -5.464
C -15.177 -24.608 -2.556
C -14.595 -24.048 -3.812
O -13.182 -24.219 -3.845
O -14.239 -24.316 -1.470
H -15.206 -25.716 -2.572
H -16.159 -24.161 -2.403
H -14.849 -22.970 -3.900
H -14.963 -24.478 -4.708
H -12.853 -24.174 -2.955
H -14.651 -24.593 -0.639
C -16.719 -14.409 -6.191
C -15.782 -13.219 -6.147
O -15.410 -12.831 -4.809
O -18.066 -14.104 -5.836
H -16.417 -15.247 -5.512
H -16.754 -14.848 -7.227
H -16.294 -12.414 -6.618
H -14.825 -13.401 -6.628
H -16.091 -12.279 -4.381
H -18.196 -14.403 -4.932
C -20.127 -13.633 -10.702
C -19.718 -12.970 -9.383
O -20.683 -11.919 -9.093
O -19.978 -12.635 -11.744
H -21.201 -13.899 -10.632
H -19.534 -14.515 -10.961
H -18.698 -12.469 -9.545
H -19.723 -13.802 -8.632
H -20.535 -11.550 -8.208
H -20.477 -11.871 -11.472
C -22.726 -19.600 -2.328
C -24.235 -19.480 -2.779
O -24.426 -18.100 -2.988
O -22.485 -20.870 -1.823
H -22.497 -18.786 -1.599
H -22.114 -19.456 -3.278
H -24.841 -19.891 -1.962
H -24.366 -20.039 -3.699
H -25.333 -17.898 -2.753
H -22.348 -20.777 -0.852
C -12.795 -14.519 -2.757
C -13.044 -15.652 -1.702
O -13.298 -16.865 -2.366
O -14.015 -13.824 -2.910
H -12.413 -14.972 -3.713
H -11.981 -13.826 -2.444
H -13.911 -15.371 -1.121
H -12.192 -15.674 -1.037
H -13.917 -17.428 -1.871
H -14.267 -13.595 -3.804
C -18.748 -12.523 -2.358
C -18.155 -13.907 -2.067
O -18.609 -14.908 -3.043
O -20.136 -12.521 -2.738
H -18.096 -11.999 -3.128
H -18.625 -11.813 -1.523
H -18.393 -14.274 -1.028
H -17.047 -13.863 -2.098
H -18.217 -15.773 -2.795
H -20.280 -13.156 -3.456
C -12.189 -16.974 -7.604
C -13.557 -16.548 -8.000
O -14.440 -16.385 -6.842
O -12.271 -18.263 -7.104
H -11.726 -16.310 -6.831
H -11.488 -16.940 -8.486
H -13.984 -17.315 -8.606
H -13.567 -15.654 -8.604
H -14.318 -17.118 -6.197
H -12.493 -18.208 -6.154
C -21.980 -19.881 -8.876
C -21.738 -19.805 -10.384
O -22.711 -20.702 -10.978
O -23.344 -19.734 -8.568
H -21.318 -19.106 -8.467
H -21.597 -20.833 -8.576
H -20.688 -20.047 -10.653
H -21.978 -18.763 -10.731
H -22.775 -20.336 -11.891
H -23.850 -20.077 -9.301
C -19.682 -17.914 -1.620
C -18.217 -18.288 -1.467
O -17.561 -17.015 -1.533
O -20.257 -17.387 -0.397
H -20.207 -18.857 -1.876
H -19.869 -17.228 -2.470
H -17.994 -18.885 -2.337
H -17.908 -18.915 -0.585
H -16.578 -17.102 -1.615
H -20.872 -16.650 -0.696
C -21.551 -16.290 -8.548
C -20.869 -15.865 -7.298
O -19.509 -15.725 -7.703
O -22.961 -16.522 -8.263
H -21.110 -17.196 -8.894
H -21.324 -15.546 -9.344
H -20.961 -16.592 -6.485
H -21.282 -14.906 -6.867
H -19.070 -15.287 -6.946
H -23.149 -17.447 -8.478
C -15.321 -19.351 -3.405
C -13.945 -19.391 -3.969
O -13.591 -18.238 -4.710
O -15.315 -18.803 -2.022
H -15.788 -20.330 -3.480
H -16.012 -18.706 -3.980
H -13.849 -20.213 -4.696
H -13.205 -19.568 -3.163
H -13.577 -17.516 -4.043
H -15.468 -19.474 -1.360
C -20.328 -25.009 -1.235
C -20.453 -25.613 0.145
O -19.353 -26.449 0.451
O -21.067 -23.813 -1.301
H -20.754 -25.691 -2.041
H -19.270 -24.787 -1.439
H -21.373 -26.192 0.181
H -20.591 -24.809 0.823
H -19.594 -27.171 1.030
H -20.508 -23.013 -1.186
C -13.489 -22.091 -6.773
C -13.959 -21.124 -7.886
O -14.740 -20.055 -7.283
O -12.513 -21.634 -5.871
H -13.262 -23.011 -7.359
H -14.436 -22.302 -6.268
H -14.543 -21.696 -8.631
H -13.160 -20.644 -8.506
H -14.099 -19.363 -7.171
H -12.434 -22.396 -5.335
C -21.024 -20.452 1.630
C -19.521 -20.452 1.367
O -18.804 -19.236 1.712
O -21.733 -19.791 0.640
H -21.309 -19.921 2.545
H -21.464 -21.474 1.662
H -19.286 -20.662 0.318
H -19.006 -21.239 1.967
H -19.250 -18.549 1.152
H -21.387 -18.916 0.431
C -22.202 -15.498 -3.823
C -22.736 -15.237 -2.392
O -21.685 -15.327 -1.397
O -21.057 -14.791 -4.021
H -22.979 -15.240 -4.546
H -22.112 -16.596 -3.946
H -23.434 -16.024 -2.085
H -23.140 -14.251 -2.282
H -21.146 -14.545 -1.455
H -20.298 -15.137 -3.539
C -17.880 -22.609 -8.894
C -17.438 -22.398 -10.361
O -16.502 -21.282 -10.479
O -19.147 -22.017 -8.522
H -17.110 -22.184 -8.211
H -18.037 -23.679 -8.741
H -18.308 -22.354 -11.039
H -16.820 -23.232 -10.731
H -15.999 -21.382 -11.294
H -18.994 -21.045 -8.656
C -21.704 -22.638 -4.592
C -21.359 -22.315 -6.015
O -19.924 -22.290 -6.046
O -20.959 -21.664 -3.836
H -21.341 -23.638 -4.380
H -22.765 -22.585 -4.382
H -21.757 -21.340 -6.332
H -21.637 -23.112 -6.717
H -19.618 -22.411 -7.000
H -21.176 -21.760 -2.865
C -17.630 -18.888 -8.493
C -16.937 -17.614 -8.968
O -17.765 -16.720 -9.699
O -18.426 -19.628 -9.414
H -18.325 -18.498 -7.722
H -16.898 -19.561 -8.067
H -16.150 -17.857 -9.720
H -16.486 -17.222 -8.040
H -18.361 -16.295 -9.086
H -17.939 -20.027 -10.137
*
```

- LUMO level (alpha / beta) (eV) = 0.198 / -0.693
- total energy (eV) = -165829.4535
- HOMO level (alpha / beta) (eV) = -9.50 / -9.50
- expectation value of S² = 8.756
- orbital gap (alpha / beta) (eV) = 9.70 / 8.81

Löwdin population analysis, charges in e, atoms 1 to 8: atom 1 (Fe): 1.1479, atom 2 (C): 0.0211, atom 3 (C): -0.6337, atom 4 (O): -0.0694, atom 5 (O): 0.0023, atom 6 (H): 0.0735, atom 7 (H): 0.0860, atom 8 (H): 0.0890

2.
The following is a quantum chemistry calculation of a molecular structure, C42H117N23O23Zn2, from the OMol25 dataset.

```
! RIJCOSX wB97M-V def2-TZVPD def2/J DEFGRID3
* xyz 0 1
Zn -1.090 -15.090 16.626
Zn 0.131 -13.259 18.838
C 1.117 -13.658 16.503
O 0.197 -13.848 15.725
O 1.097 -12.658 17.212
O 0.832 -14.566 17.329
C -1.948 -14.538 19.136
O -1.764 -15.588 18.481
O -1.117 -14.257 20.009
O -1.712 -13.710 18.204
C -1.193 -10.533 20.063
O -0.508 -11.458 19.644
N -2.427 -10.683 20.458
N -0.829 -9.248 20.193
H -3.036 -9.889 20.597
H -2.809 -11.618 20.457
H -1.438 -8.588 20.656
H 0.124 -8.987 19.987
C -3.583 -18.581 18.161
O -3.734 -18.254 16.959
N -3.060 -17.934 19.125
N -3.902 -19.782 18.573
H -2.453 -17.170 18.864
H -3.027 -18.322 20.057
H -3.873 -20.054 19.545
H -4.166 -20.437 17.850
C -0.432 -18.073 15.675
O -0.635 -16.987 16.122
N 0.667 -18.447 15.060
N -1.332 -19.008 15.683
H 0.740 -19.388 14.701
H 1.474 -17.856 14.920
H -2.249 -18.805 16.054
H -1.211 -19.705 14.963
C 2.774 -13.777 19.995
O 1.702 -13.225 20.033
N 3.501 -14.084 21.047
N 3.389 -14.139 18.882
H 3.323 -13.736 21.978
H 4.270 -14.722 20.906
H 2.859 -14.001 18.033
H 4.270 -14.621 18.987
C 1.102 -12.214 12.487
O 1.503 -11.844 11.314
N -0.012 -11.794 13.059
N 1.756 -13.084 13.293
H -0.502 -11.108 12.502
H -0.167 -12.060 14.021
H 1.183 -13.344 14.084
H 2.586 -13.500 12.896
C 0.688 -17.646 20.858
O 1.132 -18.672 21.319
N 0.175 -17.480 19.641
N 0.652 -16.502 21.530
H 0.447 -18.277 19.082
H -0.409 -16.698 19.381
H 0.444 -15.608 21.109
H 1.093 -16.547 22.438
C -0.793 -9.922 16.305
O -1.475 -8.882 16.376
N -1.277 -11.159 16.186
N 0.484 -9.930 16.551
H -2.251 -11.334 15.983
H -0.618 -11.909 16.038
H 0.856 -10.859 16.681
H 0.874 -9.169 17.088
C -4.624 -11.700 16.433
O -4.015 -12.040 15.426
N -4.112 -11.485 17.577
N -5.923 -11.419 16.456
H -3.269 -11.964 17.859
H -4.693 -11.187 18.348
H -6.493 -11.516 15.628
H -6.456 -11.166 17.275
C 3.295 -14.898 10.728
O 3.417 -14.993 12.182
C 3.674 -16.286 12.713
C 3.338 -16.004 14.182
N 3.392 -17.285 14.852
C 3.215 -17.123 16.282
C 3.244 -18.377 17.104
O 4.534 -18.966 17.170
C 4.549 -20.193 17.940
H 3.934 -15.476 10.061
H 3.268 -13.865 10.381
H 2.310 -15.307 10.504
H 4.653 -16.668 12.424
H 2.958 -17.055 12.422
H 2.304 -15.660 14.220
H 4.136 -15.349 14.531
H 4.357 -17.559 14.738
H 2.319 -16.536 16.484
H 3.992 -16.541 16.778
H 2.421 -19.051 16.867
H 3.004 -18.127 18.137
H 5.555 -20.612 17.891
H 3.861 -20.898 17.474
H 4.371 -20.030 19.003
C 7.164 -15.133 24.738
O 6.483 -16.265 24.190
C 5.102 -15.954 23.883
C 4.552 -16.982 22.804
N 5.247 -16.517 21.607
C 4.942 -17.064 20.264
C 6.046 -16.661 19.238
O 5.831 -15.365 18.759
C 6.579 -15.021 17.619
H 7.198 -14.315 24.018
H 8.180 -15.361 25.061
H 6.681 -14.676 25.601
H 4.850 -14.909 23.703
H 4.506 -16.282 24.734
H 3.469 -16.902 22.709
H 4.735 -18.013 23.108
H 6.173 -16.778 21.915
H 3.951 -16.759 19.928
H 5.003 -18.135 20.456
H 6.116 -17.373 18.415
H 7.034 -16.805 19.676
H 6.004 -15.333 16.747
H 7.622 -15.318 17.514
H 6.567 -13.933 17.558
C 3.220 -7.874 13.847
C 4.447 -8.546 13.353
C 4.365 -10.035 13.758
O 4.704 -10.199 15.172
C 4.097 -11.359 15.836
N 4.486 -8.402 11.929
H 2.287 -8.128 13.344
H 3.214 -6.801 13.655
H 3.118 -8.016 14.923
H 5.397 -8.143 13.704
H 4.854 -10.713 13.059
H 3.369 -10.442 13.585
H 3.482 -10.921 16.623
H 4.828 -11.972 16.363
H 3.451 -11.925 15.166
H 3.601 -8.590 11.480
H 5.161 -9.049 11.548
C -4.309 -14.757 13.644
C -3.006 -15.362 14.055
C -1.825 -14.871 13.141
O -1.950 -15.604 11.981
C -0.782 -15.802 11.246
N -2.746 -14.830 15.418
H -4.652 -14.944 12.627
H -4.136 -13.681 13.649
H -5.139 -14.852 14.344
H -2.904 -16.425 14.275
H -0.874 -14.958 13.668
H -1.891 -13.814 12.882
H -0.046 -16.534 11.577
H -0.246 -14.853 11.211
H -1.055 -15.954 10.202
H -3.593 -14.963 15.952
H -2.932 -13.838 15.375
C -6.954 -15.972 17.386
C -6.050 -14.970 18.164
C -5.910 -15.401 19.628
O -5.344 -14.273 20.316
C -4.688 -14.471 21.593
N -4.764 -15.005 17.519
H -8.021 -15.798 17.528
H -6.770 -16.988 17.736
H -6.790 -15.915 16.310
H -6.487 -13.973 18.122
H -5.347 -16.329 19.731
H -6.868 -15.509 20.135
H -4.188 -15.439 21.600
H -5.333 -14.407 22.469
H -4.007 -13.637 21.760
H -4.089 -14.625 18.167
H -4.421 -15.952 17.449
C -1.579 -14.971 24.013
C -1.728 -13.499 23.709
C -1.593 -12.597 24.993
O -2.420 -13.270 25.932
C -2.440 -12.579 27.143
N -0.811 -13.084 22.673
H -2.484 -15.315 24.513
H -0.727 -15.156 24.667
H -1.384 -15.601 23.145
H -2.746 -13.344 23.352
H -1.953 -11.576 24.864
H -0.585 -12.583 25.407
H -2.819 -11.565 27.018
H -1.417 -12.641 27.515
H -3.137 -13.026 27.852
H -1.158 -12.165 22.437
H -0.910 -13.677 21.862
C 1.007 -5.443 18.153
C 0.449 -6.028 19.457
C 1.463 -6.971 20.094
O 1.898 -7.967 19.109
C 2.608 -8.999 19.601
N 0.066 -4.966 20.370
H 1.325 -6.272 17.521
H 1.894 -4.852 18.381
H 0.312 -4.770 17.651
H -0.493 -6.571 19.381
H 1.092 -7.538 20.947
H 2.299 -6.354 20.424
H 2.845 -9.596 18.720
H 2.138 -9.719 20.271
H 3.476 -8.654 20.162
H 0.782 -4.376 20.771
H -0.707 -4.379 20.093
*
```

- LUMO level (eV) = -0.496
- total energy (eV) = -223649.6982
- HOMO level (eV) = -8.15
- orbital gap (eV) = 7.65

Löwdin population analysis, charges in e, atoms 1 to 8: atom 1 (Zn): 0.7009, atom 2 (Zn): 0.6989, atom 3 (C): -0.8123, atom 4 (O): -0.0778, atom 5 (O): -0.0491, atom 6 (O): -0.1345, atom 7 (C): -0.7493, atom 8 (O): -0.1140